A structure of composition C35H61AlClNO15P, computed with ωB97M-V with the def2-TZVPD basis set.

Positions of all 115 atoms, in Å:
C: -1.78488 -5.20943 1.16474
C: -0.83585 -3.86154 0.90321
C: 0.78023 -4.18725 1.16607
Cl: 1.74850 -3.27911 -0.12769
Al: 1.36629 -3.78926 3.09144
N: 0.04012 -2.81285 4.12165
C: 3.17461 -2.74346 3.20947
O: 3.10782 -1.40870 2.59444
C: 4.06576 -1.26043 1.48106
P: 1.78574 -5.80865 4.25583
C: 3.47265 -6.39381 3.47550
C: 2.33156 -5.18108 6.01769
H: -2.30673 -5.46941 0.14448
H: -2.61957 -4.97670 1.97255
H: -1.11912 -6.13843 1.47273
H: -1.21371 -2.92150 1.50797
H: -0.91444 -3.61955 -0.26257
H: 0.93417 -5.35284 0.97941
H: -0.40857 -2.06836 3.52972
H: 0.56210 -2.39243 4.92218
H: 3.98965 -3.45561 2.76368
H: 3.39682 -2.68499 4.38095
H: 4.35976 -2.28481 0.96181
H: 3.48644 -0.64573 0.63723
H: 5.02273 -0.61243 1.77773
H: 3.42956 -6.14708 2.31228
H: 4.35616 -5.75834 3.95944
H: 3.64417 -7.52845 3.70695
H: 3.31128 -4.53784 5.80893
H: 2.57164 -6.06565 6.74528
H: 1.49893 -4.46306 6.45211
O: 4.93495 -3.34972 6.49064
C: 5.30159 -4.14980 7.33540
O: 4.51869 -4.60212 8.35847
C: 5.30001 -5.43633 9.21252
C: 6.45157 -5.90736 8.36342
C: 6.67506 -4.74145 7.43384
H: 5.63197 -4.84360 10.07138
H: 4.69015 -6.27033 9.57185
H: 7.33537 -6.17673 8.94779
H: 6.14878 -6.78717 7.78269
H: 7.35327 -4.00052 7.86612
H: 7.03342 -5.07105 6.45590
O: 2.58176 4.23602 -2.56143
C: 2.13387 3.43418 -1.75854
O: 1.97195 3.68711 -0.42663
C: 1.53080 2.49731 0.22572
C: 0.91130 1.65538 -0.85884
C: 1.72731 2.02598 -2.07135
H: 2.39646 2.01021 0.68674
H: 0.80901 2.75136 1.00745
H: 0.92358 0.58572 -0.63338
H: -0.13203 1.95694 -1.01225
H: 2.62414 1.40702 -2.16301
H: 1.13061 1.98164 -2.98535
O: -1.53468 1.02402 -4.84017
C: -0.84855 0.01536 -4.84295
O: -0.04615 -0.37271 -3.80867
C: 0.68930 -1.53234 -4.19615
C: -0.10369 -2.14973 -5.31817
C: -0.72412 -0.94783 -5.98442
H: 1.68926 -1.22106 -4.51607
H: 0.78510 -2.21033 -3.34305
H: 0.50559 -2.75776 -5.99213
H: -0.89347 -2.78955 -4.90599
H: -0.06527 -0.51841 -6.74424
H: -1.70247 -1.18483 -6.40879
O: -1.55412 -0.92363 0.46861
C: -2.33963 -0.55063 1.32420
O: -2.07330 -0.54371 2.66331
C: -3.24792 -0.15217 3.37236
C: -4.08348 0.60256 2.37178
C: -3.74047 -0.08113 1.07243
H: -3.75120 -1.05298 3.73898
H: -2.97177 0.47229 4.22700
H: -5.15145 0.58856 2.60499
H: -3.75937 1.64966 2.33244
H: -4.38035 -0.94844 0.88766
H: -3.77792 0.61454 0.23097
O: -5.00220 2.35225 -0.96694
C: -5.74505 1.77551 -1.74394
O: -7.10802 1.79863 -1.66666
C: -7.64831 0.93190 -2.66298
C: -6.56705 0.79887 -3.70321
C: -5.30572 0.90797 -2.88434
H: -7.89535 -0.02690 -2.19517
H: -8.56116 1.36992 -3.07705
H: -6.63582 -0.12754 -4.27957
H: -6.62261 1.63938 -4.40568
H: -4.98906 -0.06298 -2.49345
H: -4.49931 1.37959 -3.45064
O: -6.15701 4.33337 -7.85342
C: -5.96033 4.65535 -6.69333
O: -6.93926 5.05094 -5.82765
C: -6.34081 5.45576 -4.59731
C: -4.99711 4.77575 -4.56588
C: -4.62054 4.72083 -6.02485
H: -6.25445 6.54741 -4.59340
H: -6.97388 5.14726 -3.76025
H: -4.26484 5.29784 -3.94431
H: -5.10625 3.75630 -4.17623
H: -4.10467 5.62981 -6.34647
H: -4.02292 3.83498 -6.25185
O: 3.17053 10.79579 -2.56064
C: 3.32845 9.59382 -2.69665
O: 2.57804 8.64268 -2.06703
C: 3.10680 7.35261 -2.37021
C: 3.88269 7.53121 -3.64888
C: 4.39082 8.94597 -3.53202
H: 3.74346 7.03186 -1.53898
H: 2.28805 6.63652 -2.48641
H: 4.67631 6.79048 -3.77790
H: 3.20503 7.45425 -4.50788
H: 5.34386 8.99325 -2.99790
H: 4.47044 9.42573 -4.51023

Forces on atoms 1 to 3 (eV/Å):
C 0.179 0.487 -0.176
C 0.305 -0.603 -1.027
C -2.132 -1.456 -0.128

For the strongest force on any atom, the calculation gives 2.83 eV Å⁻¹. The total charge is -1. The HOMO energy comes out at -3.5 eV. The value obtained for the gap between HOMO and LUMO is 5.20 eV.

Results of the Mulliken charge analysis, in e, for atoms 1 through 6: number 1, C, carries -1.017; number 2, C, carries 0.758; number 3, C, carries -0.121; number 4, Cl, carries -0.282; number 5, Al, carries -0.412; number 6, N, carries -0.380